A molecular structure, C35H27F6N5O2SSiTi, computed with ωB97M-V/def2-TZVPD.

## Properties
- spin multiplicity = 3
- F_max (eV/A) = 0.81
- DFT total energy (eV) = -106417.526
- net charge = -2
- HOMO-LUMO gap (alpha / beta) (eV) = 3.2 / 6.0
- ΔE to the lowest compared entry with this formula, charge and spin (eV) = 0.200

Last column: Löwdin spin population.
Element x y z (Å)
1 Ti -0.10299 -0.36723 0.34905  0.0087
2 C -0.35394 -10.08751 -9.38658  0.0028
3 O -1.46506 -9.68295 -8.64385  0.0406
4 C -1.24190 -8.65913 -7.71639  0.1377
5 C -2.34859 -8.23728 -6.98101  0.0008
6 C -2.24040 -7.23833 -6.04005  0.1055
7 C -0.98986 -6.59022 -5.77612  0.1100
8 C 0.12159 -7.04729 -6.54704  0.0958
9 C -0.00034 -8.04759 -7.48440  0.0152
10 C -0.84122 -5.56669 -4.82313  0.1135
11 N 0.29941 -4.90087 -4.51988  0.0539
12 C -0.03178 -4.02661 -3.54968  -0.0251
13 C -1.37786 -4.10125 -3.20333  0.0637
14 N -1.88948 -5.08594 -4.03214  0.0917
15 C -2.01162 -3.29426 -2.23900  0.0534
16 C -3.37225 -3.31223 -1.92141  0.1811
17 C -3.85243 -2.39569 -0.96875  0.0922
18 C -2.99303 -1.52191 -0.35208  0.1003
19 N -1.65947 -1.49185 -0.59293  0.1671
20 C -1.16720 -2.36686 -1.54281  0.0966
21 C 0.18741 -2.26053 -1.87384  0.1034
22 N 0.91548 -1.29181 -1.21426  0.1225
23 C 2.20254 -1.11445 -1.51869  0.0097
24 C 2.85435 -1.85483 -2.48331  0.0841
25 C 2.13593 -2.84480 -3.17454  0.0564
26 C 0.80785 -3.05941 -2.88790  0.0324
27 H -0.68980 -10.87482 -10.06218  -0.0003
28 H 0.44673 -10.48791 -8.75132  0.0008
29 H 0.06690 -9.26772 -9.98299  0.0008
30 H -3.30378 -8.71651 -7.16732  -0.0025
31 H -3.13284 -6.94766 -5.49710  0.0137
32 H 1.08187 -6.57996 -6.37249  0.0088
33 H 0.88046 -8.35114 -8.03639  -0.0024
34 H -2.83208 -5.42218 -4.03949  0.0080
35 H -4.04424 -3.99789 -2.42377  0.0152
36 H -4.90281 -2.35145 -0.71055  0.0031
37 H -3.36047 -0.79537 0.35688  0.0042
38 H 2.71371 -0.34252 -0.95315  -0.0010
39 H 3.89794 -1.66415 -2.69196  0.0065
40 H 2.59872 -3.44968 -3.94483  0.0013
41 F -5.64659 0.52302 5.52873  0.0000
42 C -4.82598 0.73862 4.48355  0.0001
43 C -4.02950 -0.27467 3.98947  0.0001
44 F -4.07952 -1.48628 4.56452  0.0001
45 C -3.19061 -0.04618 2.91325  0.0001
46 F -2.45781 -1.07357 2.48999  0.0015
47 C -3.09324 1.19676 2.27232  0.0000
48 S -2.06525 1.54658 0.91705  0.0004
49 C -3.92468 2.19052 2.80712  0.0000
50 F -3.92082 3.42177 2.27238  0.0000
51 C -4.76687 1.97998 3.88006  0.0000
52 F -5.53879 2.97832 4.34816  0.0000
53 C 0.80907 0.52712 3.65616  0.0003
54 Si 1.54223 1.64818 2.35753  0.0000
55 C 0.89862 3.35281 2.84015  0.0000
56 C 3.41063 1.54584 2.62751  0.0000
57 N 1.10536 1.26813 0.70168  0.0007
58 C 1.33276 2.23413 -0.26061  0.0001
59 C 2.23273 3.31566 -0.15853  0.0000
60 C 2.40859 4.24279 -1.17664  0.0000
61 C 1.70730 4.14653 -2.36759  0.0000
62 C 0.82282 3.08711 -2.52585  0.0001
63 C 0.66825 2.19035 -1.49822  0.0004
64 F -0.19079 1.15311 -1.70003  0.0044
65 H 1.17578 0.89439 4.62211  0.0000
66 H 1.08238 -0.51771 3.53150  0.0001
67 H -0.28105 0.58362 3.66654  0.0000
68 H 1.08990 3.51119 3.90649  0.0000
69 H -0.18413 3.35225 2.68590  0.0000
70 H 1.31048 4.19786 2.29028  0.0000
71 H 3.65880 1.83870 3.65223  0.0000
72 H 4.00336 2.15780 1.94617  0.0000
73 H 3.72508 0.50698 2.49416  0.0000
74 H 2.82060 3.43251 0.73923  0.0000
75 H 3.11545 5.05044 -1.02439  0.0000
76 H 1.84813 4.87074 -3.15928  0.0000
77 H 0.24706 2.93345 -3.42904  0.0000
78 O 0.37388 -1.39027 1.50123  0.0213

A molecular structure, C35H27N10O10STi, computed with ωB97M-V/def2-TZVPD.

## Properties
- F_max (eV/A) = 3.80
- DFT total energy (eV) = -106057.252
- net charge = -1
- HOMO-LUMO gap (alpha / beta) (eV) = 4.8 / 4.8
- ΔE to the lowest compared entry with this formula, charge and spin (eV) = 0.751

Last column: Mulliken charge in e.
Element x y z (Å)
1 Ti -1.03220 0.36520 -0.20471  -1.7528
2 C -0.88859 -4.62684 -0.86578  -0.6615
3 C -1.53636 -3.46278 -1.21023  -0.1143
4 N -0.87938 -2.32948 -1.48305  -0.0411
5 C 0.44785 -2.38522 -1.43968  0.1845
6 C 1.10007 -3.58126 -1.11092  -0.4655
7 N 0.44643 -4.69219 -0.81178  -0.6667
8 C 1.19496 -1.13999 -1.72782  0.6041
9 C 2.41450 -1.19244 -2.29746  -0.9588
10 C 3.15664 0.00838 -2.58541  0.8092
11 C 2.56072 1.19778 -2.26193  -0.6815
12 C 1.27677 1.23631 -1.70929  -0.2212
13 N 0.56648 0.06541 -1.41287  0.7991
14 C 0.54382 2.42669 -1.51936  0.1470
15 C 1.06734 3.74370 -1.56265  -0.2367
16 N 0.32569 4.81094 -1.45543  -0.7140
17 C -1.02836 4.60904 -1.32216  -0.7124
18 C -1.56218 3.36505 -1.22628  -0.1844
19 N -0.79738 2.24588 -1.28326  0.3024
20 C 4.45701 -0.04028 -3.26971  0.5306
21 C 5.42555 0.95572 -3.10221  -0.5797
22 C 6.62282 0.87641 -3.79201  -0.3388
23 N 6.94300 -0.11339 -4.63325  -0.6934
24 C 6.02035 -1.06759 -4.78587  -0.3546
25 C 4.79329 -1.07853 -4.14167  -0.4777
26 H -1.43966 -5.52494 -0.61030  0.3889
27 H -2.61901 -3.42779 -1.27355  0.4939
28 H 2.18209 -3.61874 -1.05381  0.4556
29 H 2.84353 -2.15903 -2.53233  0.4515
30 H 3.05140 2.13324 -2.50488  0.4784
31 H 2.13630 3.90593 -1.67082  0.4099
32 H -1.65128 5.49285 -1.26170  0.3761
33 H -2.62442 3.21262 -1.08730  0.4231
34 H 5.25146 1.77597 -2.41535  0.4139
35 H 7.37827 1.64698 -3.66115  0.3536
36 H 6.28004 -1.86722 -5.47394  0.3570
37 H 4.08955 -1.87700 -4.34284  0.3880
38 O -3.16399 -2.29848 1.97298  -0.7904
39 C -2.89083 -1.52963 1.06969  0.4471
40 O -1.70703 -1.00535 0.92144  0.7898
41 C -3.92123 -1.19310 0.01312  0.6827
42 C -5.16553 -1.74457 0.17790  -0.7307
43 C -6.15017 -1.56726 -0.77763  -0.6599
44 C -5.91044 -0.82428 -1.90992  -0.3748
45 C -4.67818 -0.25132 -2.09263  -0.5504
46 C -3.61630 -0.41593 -1.15369  1.0544
47 O -2.44497 0.06132 -1.37590  -0.3484
48 N -4.51181 0.55052 -3.32790  1.0469
49 O -3.58254 1.31103 -3.40908  -0.5573
50 O -5.35440 0.39910 -4.20160  -0.6969
51 N -7.46945 -2.18277 -0.59033  1.0611
52 O -8.30576 -2.01850 -1.45832  -0.6596
53 O -7.65825 -2.82712 0.42177  -0.6489
54 H -5.36446 -2.33218 1.06331  0.6541
55 H -6.68198 -0.67858 -2.64833  0.6449
56 O -2.29658 1.49577 0.85921  -0.0217
57 N -1.78897 2.26136 1.70917  -1.1196
58 N -0.52424 2.15520 1.76934  1.4929
59 O 0.12508 1.27269 1.02128  0.1901
60 C 0.24556 2.94424 2.69225  -0.0077
61 C -0.36798 3.85627 3.53893  -0.4585
62 C 0.41806 4.59176 4.41090  -0.5863
63 C 1.79717 4.41952 4.43753  -0.4296
64 C 2.38727 3.49642 3.58948  -0.9385
65 C 1.61208 2.74971 2.70965  -0.0178
66 H -1.44293 3.97415 3.51389  0.4652
67 H -0.05314 5.30388 5.07858  0.3827
68 H 2.40500 5.00137 5.11994  0.3931
69 H 3.46004 3.35026 3.60823  0.3843
70 H 2.04460 2.01551 2.04377  0.5554
71 O 1.07044 -1.33286 1.08105  -0.6057
72 S 0.41718 -2.32625 2.01763  0.6456
73 C 1.79642 -3.08787 2.94136  -0.9236
74 C 1.46930 -2.93018 4.42231  -0.6096
75 C 0.93901 -1.50221 4.54953  -0.6039
76 C -0.14176 -1.38410 3.48063  0.0260
77 H 2.67445 -2.51164 2.64459  0.2913
78 H 1.90126 -4.12327 2.61245  0.3830
79 H 2.33453 -3.11732 5.06017  0.3714
80 H 0.68241 -3.63784 4.70281  0.2922
81 H 1.74358 -0.79215 4.34145  0.2455
82 H 0.55303 -1.29341 5.54889  0.4061
83 H -0.30587 -0.37149 3.11491  -0.4937
84 H -1.09478 -1.81980 3.78796  0.4160

A molecular structure, C35H29ClInN2O5S, computed with ωB97M-V/def2-TZVPD.

## Properties
- F_max (eV/A) = 8.97
- DFT total energy (eV) = -78508.572
- net charge = -1
- HOMO-LUMO gap (eV) = 5.4
- ΔE to the lowest compared entry with this formula, charge and spin (eV) = 3.208

Last column: Mulliken charge in e.
Element x y z (Å)
1 C 3.00614 1.34443 1.44515  -0.9540
2 C 2.70177 -0.29078 1.62224  0.2496
3 Cl 3.76468 -1.10863 0.29000  -0.3049
4 C 1.14719 -0.55499 1.16618  -0.9105
5 In -0.25287 -1.18177 2.83218  0.7283
6 C -2.36867 -1.33060 1.92089  -1.0556
7 C -2.35992 -1.33812 0.28049  0.2216
8 S -3.15458 0.22421 -0.48064  -0.1281
9 C -2.57781 1.59336 0.69922  0.1384
10 N -3.58072 2.09819 1.73633  -0.1943
11 N -2.78316 3.03698 2.42045  -0.3296
12 C -1.37341 3.15277 1.87098  0.0099
13 O -1.23647 2.19672 0.74061  -0.0412
14 H 2.58534 1.61591 0.36677  0.2122
15 H 4.14921 1.59800 1.43993  0.2883
16 H 2.37569 1.99170 2.20374  0.2297
17 H 2.97657 -0.67334 2.69465  0.3395
18 H 0.73959 0.45715 0.73515  0.0643
19 H 1.10280 -1.33195 0.26086  0.3244
20 H -0.29830 -0.03878 4.23997  -0.3664
21 H 0.16345 -2.80764 3.53226  -0.3654
22 H -3.10493 -0.55115 2.40703  0.3025
23 H -2.77005 -2.40306 2.25851  0.3006
24 H -2.88775 -2.31530 -0.13209  -0.1534
25 H -1.22775 -1.29868 -0.09427  0.1514
26 H -0.46124 3.82694 2.24025  0.2809
27 C 1.84172 5.43458 -1.59019  -0.6910
28 C 1.87846 4.69931 -0.40569  -0.3603
29 C 2.87956 4.94214 0.53617  -0.4609
30 C 3.85487 5.91547 0.28744  0.0036
31 C 3.83240 6.63336 -0.90766  0.1939
32 C 2.81653 6.40053 -1.84388  -0.5646
33 C 4.88458 7.62740 -1.20240  0.6813
34 O 4.86355 8.26098 -2.25043  -0.6884
35 C 5.96650 7.84033 -0.22048  0.1288
36 C 7.00209 8.73761 -0.51254  -0.5270
37 C 8.02213 8.95487 0.41625  -0.4486
38 C 8.00613 8.28581 1.63976  -0.4467
39 C 6.97874 7.38721 1.93104  -0.5173
40 C 5.96219 7.15695 0.99459  0.2077
41 C 4.89950 6.17797 1.29729  0.4626
42 O 4.88722 5.58607 2.37046  -0.6760
43 H 1.05620 5.25179 -2.32016  0.4096
44 H 1.12604 3.93761 -0.21366  0.6555
45 H 2.89891 4.36788 1.46096  0.5149
46 H 2.78469 6.96672 -2.77310  0.4448
47 H 7.02033 9.26642 -1.46419  0.4436
48 H 8.82808 9.64809 0.18526  0.3831
49 H 8.79667 8.46028 2.36641  0.3828
50 H 6.97552 6.86485 2.88629  0.4537
51 C -4.14727 -3.40358 -1.94858  -0.7102
52 C -5.43012 -3.43693 -1.40252  -0.3623
53 C -6.02396 -4.66057 -1.08894  -0.6655
54 C -5.33739 -5.85609 -1.33352  0.1947
55 C -4.06474 -5.82366 -1.90222  0.1691
56 C -3.46331 -4.59385 -2.19986  -0.4741
57 C -3.35150 -7.08000 -2.21040  0.5107
58 O -2.23206 -7.05231 -2.70669  -0.6785
59 C -4.01001 -8.36926 -1.92013  0.2012
60 C -3.36942 -9.56787 -2.26046  -0.5326
61 C -3.97933 -10.79186 -1.97730  -0.4472
62 C -5.22286 -10.82267 -1.34677  -0.4349
63 C -5.86579 -9.63011 -1.01169  -0.5414
64 C -5.26210 -8.40085 -1.30802  0.1586
65 C -5.96617 -7.14491 -0.98206  0.6238
66 O -7.06118 -7.17108 -0.43210  -0.6856
67 H -3.68073 -2.44962 -2.18446  0.6604
68 H -5.96821 -2.50969 -1.21848  0.4317
69 H -7.02366 -4.67868 -0.65805  0.4493
70 H -2.46447 -4.56026 -2.63138  0.4523
71 H -2.39698 -9.55264 -2.75008  0.4486
72 H -3.48252 -11.72128 -2.24716  0.3800
73 H -5.69493 -11.77605 -1.11953  0.3828
74 H -6.83870 -9.66195 -0.52401  0.4461